No. 1
31
Properties=species:S:1:pos:R:3:forces:R:3 method="wB97M-V/def2-TZVPD" homo_energy_ev=-12.2458 total_charge=+1 de_lowest_kj_mol=101.3 orbital_gap_ev=9.16
C 1.812 -2.220 2.482 1.120 -0.711 -0.516
C 0.999 -3.148 1.825 -0.343 -1.762 3.191
C 1.800 -0.878 2.179 -1.222 0.173 -0.421
C 0.100 -2.739 0.910 -0.828 -2.156 -2.281
C 0.942 -0.517 1.162 0.025 0.358 -0.838
C 0.241 -1.465 0.454 -1.382 0.737 0.461
C -0.487 0.444 -0.487 1.931 -0.381 -0.885
C 0.680 0.819 0.567 -1.603 0.900 -0.858
C 0.170 1.920 1.552 2.282 -2.377 0.226
C 1.943 1.434 -0.093 -1.081 -0.239 -0.323
C -1.413 -1.827 -1.316 2.701 -0.683 0.208
C -1.982 1.130 -2.349 -1.890 0.638 -0.030
N -0.609 -0.885 -0.546 0.445 0.992 1.083
N -0.985 1.338 -1.337 1.237 2.343 2.349
H 2.644 -2.565 3.047 0.077 -0.419 1.138
H 0.781 -4.182 2.281 1.198 1.532 -0.896
H 2.281 -0.107 2.751 0.627 -0.074 0.154
H -0.531 -3.541 0.420 0.573 1.340 0.808
H 0.676 1.608 2.522 -1.317 0.814 -0.781
H -0.885 1.887 1.484 -1.027 0.722 0.876
H 0.710 2.763 1.176 -0.740 1.259 0.300
H 2.426 1.968 0.737 0.330 -0.226 -0.520
H 1.648 2.185 -0.900 0.734 -1.179 0.893
H 2.510 0.550 -0.386 0.568 0.716 -0.711
H -2.350 -1.997 -0.864 -1.250 -0.030 -0.058
H -1.287 -1.585 -2.335 -0.991 0.484 -1.221
H -0.798 -2.750 -1.257 -0.815 0.391 -0.063
H -1.544 0.944 -3.308 0.449 -0.820 -0.468
H -2.598 2.063 -2.603 0.726 -1.232 1.169
H -2.606 0.304 -1.942 -0.007 0.731 -1.056
H -0.747 2.329 -1.022 -0.528 -1.841 -0.934

---

No. 2
7
Properties=species:S:1:pos:R:3:forces:R:3 method="wB97M-V/def2-TZVPD" homo_energy_ev=-11.1978 de_lowest_kj_mol=365.3 orbital_gap_ev=10.49
O 1.568 1.257 -0.040 0.400 -0.023 0.005
C 1.141 0.162 0.005 -1.065 1.454 -0.072
N 0.355 -0.802 0.040 3.603 -0.877 0.064
C -1.520 0.031 -0.016 -1.341 1.797 -0.098
N -1.261 1.161 -0.072 -0.555 -0.941 0.045
H 1.779 -0.921 0.054 -1.277 -1.289 0.051
H -2.061 -0.889 0.030 0.236 -0.121 0.005

---

No. 3
18
Properties=species:S:1:pos:R:3:forces:R:3 method="wB97M-V/def2-TZVPD" homo_energy_ev=-7.4659 smiles="C=C/C=C(/C)NC" de_lowest_kj_mol=427.4 orbital_gap_ev=7.71
C -1.517 0.086 1.223 -0.935 0.468 -0.793
N -0.809 -0.951 0.478 0.911 1.613 0.215
C -0.013 -0.526 -0.650 -0.745 -3.758 -1.897
C 1.370 -0.577 -0.576 -2.064 0.226 0.421
C 1.553 0.738 0.045 2.702 0.506 2.680
C 1.748 1.073 1.350 -0.277 -0.552 -2.163
C -0.824 -0.588 -1.956 -1.316 0.381 0.599
H -2.210 0.553 0.487 0.202 -0.155 0.615
H -2.097 -0.284 2.070 0.037 -0.310 -0.233
H -0.871 0.883 1.591 0.204 -0.073 0.026
H -0.238 -1.562 1.044 0.137 0.408 0.315
H 1.980 -1.170 -1.238 0.280 1.007 -0.913
H 1.639 1.594 -0.623 -0.300 -0.111 -0.342
H 1.790 2.139 1.486 0.090 0.140 0.886
H 1.891 0.314 2.110 -0.241 0.313 0.198
H -0.614 -1.294 -2.769 0.767 0.032 0.477
H -0.925 0.406 -2.413 0.458 -0.091 0.002
H -1.852 -0.834 -1.659 0.090 -0.043 -0.092

---

No. 4
10
Properties=species:S:1:pos:R:3:forces:R:3 method="wB97M-V/def2-TZVPD" homo_energy_ev=-8.6444 smiles="F/C=C/NC=S" de_lowest_kj_mol=164.6 orbital_gap_ev=8.63
C -1.805 -0.195 0.026 -1.407 -3.453 -0.493
C -0.559 -0.482 0.235 2.063 -1.020 0.202
C 1.802 0.357 -0.074 1.720 -3.170 0.938
H -2.232 0.696 -0.072 -1.281 3.885 -0.691
H -0.249 -1.494 0.570 0.096 0.836 -0.743
H 0.348 1.443 -0.415 -1.516 -1.837 1.341
H 2.189 1.379 -0.134 0.641 -0.469 -0.348
N 0.457 0.503 0.080 1.041 1.566 -1.122
F -2.810 -1.132 -0.165 1.361 0.401 0.881
S 2.859 -1.074 -0.052 -2.718 3.261 0.035